[1]
{
  "formula": "C9H14O",
  "method": "ωB97M-V/def2-TZVPD",
  "largest_force_ev_per_a": 5.12,
  "multiplicity": 2,
  "s2": 0.77,
  "homo_energy_ev": [-13.69, -13.69],
  "total_charge": 1,
  "species": ["O", "H", "H", "H", "H", "C", "H", "C", "C", "H", "H", "C", "H", "H", "C", "H", "C", "C", "H", "C", "H", "H", "C", "H"],
  "positions_angstrom": [[-0.4446, 2.6509, -1.8660], [-2.0754, -0.8760, 0.4199], [-1.5196, 1.6134, 0.0124], [2.8152, 1.2522, 2.6651], [0.5174, -1.8120, -3.0772], [-1.1356, -3.0061, -1.3477], [0.1441, 3.1005, -2.5692], [0.0378, -1.0877, -2.4996], [1.7314, 1.0714, 2.5516], [0.4590, 2.1468, 3.8778], [-0.1837, -3.6356, -1.1478], [-1.1794, 0.7747, -0.6742], [-1.6714, -3.3976, -2.2583], [0.1312, 0.3586, 3.7916], [-0.3926, 1.2716, -1.8343], [0.7466, 0.6391, -3.5996], [-0.7082, -1.5189, -1.3837], [-1.3647, -0.5852, -0.3752], [1.2558, 1.5028, 1.6879], [0.9319, 1.1633, 3.7431], [1.6033, 1.1163, 4.6861], [-1.7138, -3.1089, -0.3386], [0.2006, 0.3349, -2.6872], [1.8148, 0.0315, 2.2232]],
  "forces_ev_per_a": [[1.709, -2.018, -1.621], [0.883, -0.185, -0.538], [0.080, -1.332, -0.992], [-0.640, 0.980, -0.153], [0.586, -0.762, -1.196], [0.953, 0.115, 2.691], [-1.167, -1.233, 1.250], [-0.414, 4.634, 2.135], [2.021, -1.879, -2.246], [-0.109, -0.282, -0.232], [-1.359, 0.836, -0.655], [0.168, -0.238, 1.150], [0.536, 0.619, 1.009], [0.923, 1.055, 0.174], [-1.640, 1.263, 2.040], [-0.287, 0.059, 0.719], [-2.867, -1.000, 1.019], [1.497, 1.735, -2.991], [0.238, 0.883, -0.413], [-1.010, 0.048, 4.061], [-1.223, -0.416, -1.372], [0.568, -0.245, -2.209], [0.774, -2.240, -1.777], [-0.220, -0.396, 0.147]]
}

---

[2]
{
  "formula": "C9H14O2SSi",
  "method": "ωB97M-V/def2-TZVPD",
  "largest_force_ev_per_a": 4.71,
  "homo_energy_ev": [-7.13, -7.14],
  "species": ["C", "C", "H", "H", "H", "C", "H", "H", "H", "Si", "H", "O", "O", "C", "H", "C", "C", "S", "H", "H", "C", "H", "H", "H", "H", "C", "C"],
  "positions_angstrom": [[3.0922, -0.8700, -0.4266], [2.3734, 3.1194, 0.8468], [-4.9798, -0.5540, -1.2261], [-3.1257, 0.3995, -2.5574], [0.7151, -0.7959, 2.1612], [-2.2990, -0.8255, 0.9991], [-0.1699, -3.9458, 0.4371], [2.2062, 3.3122, -0.2397], [2.3033, -1.4579, 0.0690], [0.4625, -0.3282, 0.9212], [2.0252, 3.8734, 1.4513], [1.6527, 1.9151, 1.1903], [3.0636, 0.4233, 0.0628], [-3.5915, -0.9796, 0.4620], [1.3446, 1.2699, -0.7901], [-3.8940, -0.4880, -0.7798], [1.7519, 0.9225, 0.2145], [-0.4005, -3.3760, -0.8754], [-4.3962, -1.4128, 0.9847], [4.0543, -1.2766, -0.5010], [-2.8378, 0.0253, -1.5145], [3.5659, 3.0108, 0.9116], [2.7461, -0.9612, -1.4269], [-2.2298, -1.1693, 2.1094], [-0.6211, 0.3889, -1.6751], [-1.5626, 0.0547, -1.0379], [-1.2490, -0.2742, 0.2296]],
  "forces_ev_per_a": [[-1.897, -0.142, -0.477], [2.951, -2.221, -2.432], [2.415, 0.182, 0.980], [0.948, -0.548, 1.508], [0.402, -0.977, 2.770], [-1.028, -0.660, 1.975], [-0.385, 0.732, -1.951], [-0.152, 0.195, 0.750], [0.596, -0.724, 0.537], [-1.242, -0.003, -4.018], [-0.721, 1.705, 1.331], [0.870, 0.157, -0.398], [-0.127, 1.352, 0.678], [0.998, 0.567, 0.282], [0.580, -0.010, 0.854], [-1.403, -0.125, -1.201], [-0.530, -0.607, -0.757], [1.067, 0.186, 2.633], [-0.493, -0.567, 1.062], [1.452, -0.535, 0.926], [-1.724, 0.800, -3.009], [-2.682, -0.027, 0.298], [-0.548, 0.426, -1.408], [0.443, 0.649, -2.152], [-2.472, -0.539, 0.811], [3.103, 1.928, -2.977], [-0.422, -1.195, 3.384]]
}

---

[3]
{
  "formula": "C9H14OS",
  "method": "ωB97M-V/def2-TZVPD",
  "largest_force_ev_per_a": 2.54,
  "smiles": "Cc1ccc(O)cc1.CCS",
  "homo_energy_ev": -8.34,
  "species": ["H", "H", "H", "H", "H", "H", "H", "H", "H", "C", "S", "O", "H", "C", "C", "C", "C", "C", "C", "H", "H", "H", "C", "C", "H"],
  "positions_angstrom": [[-2.7214, 0.6285, 1.6020], [-3.5954, 2.6595, 0.3525], [3.1164, -1.2284, 2.0002], [-1.9763, 3.2073, 0.1904], [-0.0863, -3.1306, 0.0673], [1.7168, 1.9563, -1.3309], [-1.3621, 0.4379, 0.5056], [2.7424, 0.7553, 0.4952], [-1.1194, 1.5995, 1.6184], [1.1428, 1.0554, -1.6035], [-2.8265, 1.7509, -1.5330], [1.8671, -3.4897, 1.7885], [-4.1288, 1.3655, -1.5091], [2.4063, -1.2219, 1.1954], [0.6386, -1.3487, -0.9295], [-1.9797, 1.1846, 1.0457], [0.6755, -2.3440, 0.0283], [-2.5713, 2.3244, 0.2256], [2.2349, -0.1831, 0.3020], [1.1780, -4.1325, 1.5153], [1.4667, 0.9778, -2.6546], [0.0376, -1.5753, -1.8248], [1.6606, -2.3833, 1.0230], [1.4008, -0.1719, -0.8063], [0.0827, 1.3064, -1.7640]],
  "forces_ev_per_a": [[0.046, 0.096, 0.480], [0.025, -0.134, 1.280], [0.309, 0.406, 0.178], [0.630, 0.467, -0.149], [0.363, -0.009, -0.586], [-0.391, -0.418, 0.661], [-0.907, 0.383, -0.597], [0.296, -0.062, 0.135], [-1.087, -0.118, 0.695], [0.360, 0.848, -1.960], [0.144, 0.121, -0.465], [-0.859, -0.243, -0.139], [0.468, 0.231, 0.324], [-0.069, -1.274, -0.178], [-0.341, 0.018, -0.817], [1.695, 0.417, 0.232], [0.185, -0.875, 0.402], [-0.964, -1.497, -1.816], [0.347, 1.501, 0.129], [0.706, 0.339, 0.389], [0.095, -0.555, 0.099], [-0.138, 0.639, 0.598], [-0.450, 1.041, -0.599], [-0.674, -1.215, 1.011], [0.211, -0.105, 0.692]]
}

---

[4]
{
  "formula": "C9H14S",
  "method": "ωB97M-V/def2-TZVPD",
  "largest_force_ev_per_a": 1.39,
  "smiles": "Cc1ccccc1.CCS",
  "homo_energy_ev": -8.70,
  "species": ["H", "H", "C", "H", "H", "H", "H", "C", "C", "H", "H", "H", "H", "C", "C", "S", "H", "C", "H", "H", "C", "C", "H", "C"],
  "positions_angstrom": [[2.2165, -1.9260, -0.6389], [0.3596, 2.5344, 0.4299], [1.6946, 0.0208, -1.3896], [-1.9630, 0.1246, 0.1263], [1.9418, -0.2223, -2.4112], [-1.2022, -1.4734, 2.0503], [-2.8674, 0.2731, 1.7026], [-2.6188, -0.3569, 0.8559], [1.1102, 2.3313, -2.1634], [0.5545, 0.7894, 2.1974], [-2.8013, -2.2319, 1.8898], [-3.5451, -0.5530, 0.3071], [1.5451, -1.3986, 1.6699], [1.4450, -0.6398, 0.8940], [-2.0288, -1.6645, 1.3765], [-1.4443, -2.7294, 0.0113], [1.0979, 1.8994, -3.1817], [1.1851, 1.2759, -1.1043], [-0.4524, -3.2665, 0.6918], [0.2368, 2.9825, -2.1364], [0.9263, 0.6180, 1.2003], [0.7847, 1.5643, 0.2017], [1.9811, 2.9880, -2.1840], [1.8438, -0.9394, -0.3953]],
  "forces_ev_per_a": [[0.037, 0.033, -0.004], [0.010, 0.020, -0.013], [0.016, -0.270, 0.051], [0.167, 0.164, 0.427], [0.157, -0.015, -0.149], [0.127, -0.010, 0.054], [0.084, 0.356, -0.017], [-0.193, -0.574, -0.514], [0.016, 0.067, -1.390], [0.068, 0.252, 0.186], [0.052, 0.087, 0.280], [-0.028, -0.051, 0.131], [-0.063, 0.200, -0.092], [0.198, -0.074, 0.372], [-0.329, -0.013, -0.354], [-0.363, 0.336, -0.248], [-0.026, -0.090, 0.468], [-0.111, 0.455, 0.231], [0.445, -0.327, 0.202], [-0.102, -0.103, 0.418], [-0.163, -0.632, -0.232], [0.117, -0.028, -0.026], [0.112, 0.000, 0.342], [-0.227, 0.216, -0.126]]
}

---

The records above give, respectively, ΔE to the lowest compared entry with this formula, charge and spin values of 184.1, 539.9, 89.0, 6.2 kJ/mol.